1.
4 unconnected molecules or ions with the total composition C40H82N6O4 in a non-equilibrium geometry. Source: OMol25; level of theory: ωB97M-V/def2-TZVPD.

CARTESIAN COORDINATES (ANGSTROEM)
C: -6.0678 4.5439 -4.2065
O: -5.2291 5.6729 -4.1108
C: -3.8325 5.4302 -4.0216
C: -3.1971 6.0861 -2.7940
C: -3.0818 5.2003 -1.5452
C: -4.3422 4.3780 -1.2534
C: -4.4909 3.9382 0.2110
C: -3.1863 3.5199 0.8909
C: -3.4345 2.8047 2.2338
C: -3.3076 1.2665 2.1649
C: -2.3764 0.6801 3.2320
N: -1.5583 -0.4203 2.7080
C: -2.1642 -1.5013 1.8962
C: -0.9460 -2.3780 1.6176
N: -0.0975 -2.1308 2.8269
C: -0.6966 -1.0706 3.4728
N: -0.4843 -0.7849 4.7396
H: -5.5571 3.6832 -4.6511
H: -6.9183 4.7931 -4.8437
H: -6.4700 4.2415 -3.2321
H: -3.3679 5.8577 -4.9181
H: -3.6210 4.3536 -4.0444
H: -3.7336 7.0097 -2.5634
H: -2.1851 6.3795 -3.0907
H: -2.8631 5.8456 -0.6885
H: -2.2149 4.5451 -1.6808
H: -5.2006 4.9995 -1.5156
H: -4.3651 3.4936 -1.8960
H: -5.1696 3.0767 0.2372
H: -4.9794 4.7287 0.7884
H: -2.5801 4.4061 1.0864
H: -2.6161 2.8687 0.2200
H: -2.7844 3.2099 3.0131
H: -4.4538 3.0421 2.5495
H: -2.9359 0.9872 1.1762
H: -4.2934 0.8088 2.2646
H: -1.6776 1.4550 3.5524
H: -2.9586 0.3385 4.0983
H: -2.7412 -1.1706 1.0404
H: -2.8224 -2.0722 2.5629
H: -0.3982 -2.0549 0.7336
H: -1.2388 -3.4212 1.5562
H: 0.8508 -1.8849 2.5420
H: -1.1393 -0.2399 5.2792
H: 0.3535 -1.1113 5.2001
C: 5.7325 -2.8390 2.6130
C: 5.1350 -2.9613 1.2075
C: 6.1442 -2.5084 0.1500
C: 6.4040 -1.0024 0.1841
C: 5.1038 -0.2076 0.0564
C: 4.0020 -0.6467 1.0296
N: 3.8859 -2.1428 1.0499
O: 3.1114 -2.5865 0.1288
C: 4.2551 -0.0908 2.4364
C: 2.6615 -0.0937 0.5718
C: 4.7729 -4.4293 1.0155
H: 6.4679 -3.6312 2.7517
H: 6.2582 -1.9061 2.7935
H: 4.9701 -2.9658 3.3831
H: 5.7700 -2.7869 -0.8398
H: 7.0742 -3.0595 0.3047
H: 6.9362 -0.7233 1.0969
H: 7.0625 -0.7319 -0.6424
H: 5.2921 0.8576 0.2097
H: 4.7277 -0.3166 -0.9651
H: 3.5289 -0.4975 3.1450
H: 4.1422 0.9937 2.4145
H: 5.2473 -0.2970 2.8199
H: 2.4331 -0.3445 -0.4597
H: 2.6529 0.9940 0.6628
H: 1.8509 -0.4838 1.1959
H: 4.0311 -4.7439 1.7509
H: 5.6713 -5.0296 1.1589
H: 4.3805 -4.6265 0.0218
C: 3.2666 -3.6809 8.7026
C: 3.8135 -4.6808 7.6764
C: 4.3614 -5.9259 8.3760
C: 5.6478 -5.6507 9.1511
C: 6.7125 -5.0186 8.2554
C: 6.2335 -3.7968 7.4604
N: 4.9035 -4.0905 6.8247
O: 5.0262 -4.7189 5.7146
C: 6.1666 -2.5523 8.3555
C: 7.2385 -3.4773 6.3603
C: 2.6473 -5.0508 6.7661
H: 2.3317 -4.0746 9.1029
H: 3.9195 -3.5170 9.5523
H: 3.0587 -2.7169 8.2350
H: 4.5546 -6.6951 7.6224
H: 3.5882 -6.3190 9.0406
H: 5.4483 -5.0147 10.0176
H: 6.0341 -6.5895 9.5504
H: 7.5732 -4.7140 8.8551
H: 7.0728 -5.7727 7.5495
H: 5.7280 -1.7142 7.8111
H: 7.1796 -2.2738 8.6449
H: 5.6071 -2.6942 9.2734
H: 7.4410 -4.3338 5.7223
H: 8.1781 -3.1812 6.8292
H: 6.8985 -2.6561 5.7276
H: 2.2762 -4.1692 6.2384
H: 1.8396 -5.4533 7.3790
H: 2.9269 -5.7973 6.0287
C: -5.7242 3.8281 -7.7778
C: -4.5949 2.9045 -8.2476
C: -3.7587 3.5822 -9.3345
C: -4.5125 3.7253 -10.6549
C: -5.0471 2.3771 -11.1396
C: -5.8462 1.5933 -10.0892
N: -5.1074 1.6006 -8.7816
O: -4.2297 0.6703 -8.7084
C: -7.2621 2.1621 -9.9389
C: -6.0032 0.1444 -10.5380
C: -3.7369 2.6142 -7.0201
H: -5.2926 4.6311 -7.1778
H: -6.2698 4.3123 -8.5809
H: -6.4350 3.2852 -7.1533
H: -2.8537 2.9901 -9.5018
H: -3.4367 4.5600 -8.9671
H: -5.3266 4.4485 -10.5581
H: -3.8381 4.1308 -11.4109
H: -5.6870 2.5198 -12.0136
H: -4.2035 1.7612 -11.4651
H: -7.7851 1.6699 -9.1176
H: -7.8169 1.9696 -10.8572
H: -7.2941 3.2335 -9.7717
H: -5.0468 -0.3155 -10.7693
H: -6.6222 0.1265 -11.4363
H: -6.4922 -0.4520 -9.7676
H: -4.3212 2.0980 -6.2558
H: -3.3856 3.5629 -6.6098
H: -2.8748 1.9996 -7.2627

**Multiplicity**: 4
**Maximum force**: 0.030 Eh/bohr
**Total charge**: +1
**Frontier orbital gap (spin up / spin down)**: 6.6 / 7.7 eV
**M**: 711.13 g mol⁻¹
**E_LUMO (spin up / spin down)**: -2.67 / -2.67 eV
**HOMO level (spin up / spin down)**: -9.23 / -10.38 eV

---

2.
4 unconnected molecules or ions with the total composition C40H83N3O5S5 in a non-equilibrium geometry. Source: OMol25; level of theory: ωB97M-V/def2-TZVPD.

CARTESIAN COORDINATES (ANGSTROEM)
C: 0.6344 -7.3906 -2.1222
C: 0.2782 -5.8507 -2.0521
N: 0.5118 -5.1538 -3.3265
C: 0.2355 -3.7093 -3.1789
C: -0.0263 -2.9665 -4.5424
C: 1.8155 -5.4165 -3.8762
S: 1.9625 -5.5627 -5.5316
S: 3.3390 -5.5958 -2.8523
C: 4.2175 -3.9957 -3.0838
C: 4.8373 -3.4130 -1.7609
C: 5.3878 -4.4968 -0.7735
C: 6.0741 -3.9250 0.5124
O: 7.2729 -3.2931 0.0109
S: 7.0934 -1.6319 0.0658
O: 8.2982 -1.1973 0.8055
O: 7.1182 -0.9069 -1.2239
O: 5.6513 -1.6146 0.8407
C: 5.2330 -2.9003 1.4033
C: 5.9726 -2.9475 2.8026
C: 6.2166 -1.5197 3.4549
C: 4.8970 -0.7115 3.7038
C: 5.1907 0.8424 3.9525
N: 6.5855 1.0959 4.3690
C: 3.6904 -3.1133 1.3190
C: 2.9228 -3.1201 2.6930
C: 1.5853 -3.9566 2.4587
S: 0.6022 -3.2612 1.0648
C: -0.2897 -1.8067 1.7223
S: -1.7252 -1.4211 0.9743
N: 0.2695 -1.0897 2.8405
C: -0.7113 -0.9055 3.9390
C: -1.2564 0.5687 3.9830
O: -0.2305 1.5053 4.3095
C: 0.9835 1.2414 3.5937
C: 0.8500 0.2148 2.4243
H: 0.0026 -7.9486 -1.3989
H: 1.6984 -7.5232 -1.8034
H: 0.4525 -7.7897 -3.1419
H: 0.7510 -5.3502 -1.1656
H: -0.8251 -5.8168 -1.8525
H: 1.0280 -3.1911 -2.5741
H: -0.7044 -3.6330 -2.5748
H: -0.0710 -3.6432 -5.4193
H: -0.9981 -2.4132 -4.5178
H: 0.7943 -2.2261 -4.6934
H: 5.0295 -4.0423 -3.8508
H: 3.4991 -3.2258 -3.4623
H: 4.1286 -2.7184 -1.2441
H: 5.7055 -2.7816 -2.0760
H: 6.0739 -5.1686 -1.3489
H: 4.5494 -5.1664 -0.4407
H: 6.2502 -4.8105 1.1714
H: 7.0060 -3.3329 2.5955
H: 5.5298 -3.6616 3.5322
H: 6.9569 -0.9179 2.8941
H: 6.6664 -1.7453 4.4560
H: 4.2021 -0.7490 2.8388
H: 4.4438 -1.0765 4.6576
H: 4.9543 1.3722 2.9969
H: 4.4886 1.1924 4.7474
H: 6.6770 1.0665 5.3815
H: 6.8274 2.0385 4.0674
H: 3.2883 -2.2438 0.7382
H: 3.3821 -4.0218 0.7576
H: 2.5800 -2.0937 2.9348
H: 3.4517 -3.6350 3.5209
H: 1.8655 -5.0046 2.1863
H: 1.0020 -4.0347 3.4087
H: -0.1452 -1.0675 4.8915
H: -1.5356 -1.6493 3.8969
H: -2.0408 0.6769 4.7709
H: -1.7362 0.7991 2.9941
H: 1.7944 0.9312 4.3036
H: 1.3077 2.2160 3.1503
H: 1.8767 0.0100 2.0382
H: 0.2388 0.6093 1.5711
C: -4.9081 -0.3143 4.5029
C: -4.9127 -0.2156 2.9820
C: -5.8090 0.8972 2.4459
C: -7.2991 0.7613 2.7660
C: -7.9546 -0.5312 2.2797
C: -7.9265 -0.6910 0.7641
H: -5.8952 -0.5661 4.8950
H: -4.2155 -1.0940 4.8296
H: -4.5894 0.6293 4.9538
H: -5.2010 -1.1805 2.5541
H: -3.8911 -0.0212 2.6408
H: -5.6721 0.9579 1.3616
H: -5.4544 1.8530 2.8473
H: -7.8248 1.6146 2.3241
H: -7.4490 0.8462 3.8469
H: -8.9980 -0.5331 2.6094
H: -7.4833 -1.3992 2.7498
H: -8.4251 0.1481 0.2737
H: -8.4437 -1.6073 0.4715
H: -6.9048 -0.7549 0.3842
C: -3.3079 3.2399 0.6450
C: -2.5177 3.9145 -0.4680
C: -1.0461 3.5005 -0.4994
C: -0.2399 3.8589 0.7514
C: -0.2228 5.3439 1.1128
C: 0.4206 6.2193 0.0436
H: -2.9336 3.5196 1.6322
H: -4.3582 3.5352 0.5949
H: -3.2598 2.1509 0.5541
H: -2.6083 5.0010 -0.3765
H: -2.9710 3.6486 -1.4284
H: -0.5739 3.9493 -1.3795
H: -0.9869 2.4165 -0.6492
H: 0.7911 3.5165 0.6056
H: -0.6241 3.2933 1.6075
H: 0.3387 5.4649 2.0445
H: -1.2366 5.6990 1.3180
H: 1.4485 5.9055 -0.1519
H: 0.4436 7.2606 0.3720
H: -0.1355 6.1833 -0.8954
C: -1.9418 3.1012 -5.1784
C: -1.7559 4.6132 -5.2201
C: -2.9482 5.3867 -4.6570
C: -4.2679 5.1934 -5.4071
C: -4.2327 5.5544 -6.8921
C: -3.9188 7.0234 -7.1506
H: -2.7806 2.7798 -5.7988
H: -1.0460 2.5995 -5.5503
H: -2.1191 2.7583 -4.1555
H: -1.5459 4.9292 -6.2462
H: -0.8693 4.8707 -4.6321
H: -2.6954 6.4516 -4.6330
H: -3.0986 5.0920 -3.6125
H: -5.0361 5.7976 -4.9125
H: -4.5954 4.1540 -5.3060
H: -5.2120 5.3277 -7.3246
H: -3.5111 4.9256 -7.4213
H: -4.6497 7.6710 -6.6609
H: -3.9485 7.2328 -8.2221
H: -2.9238 7.2926 -6.7908

**Maximum force**: 0.089 Eh/bohr
**Frontier orbital gap**: 7.6 eV
**M**: 846.45 g mol⁻¹
**E_LUMO**: -0.81 eV
**HOMO level**: -8.38 eV